{
  "formula": "C17H17N3O4S2",
  "method": "the ωB97M-V functional and the def2-TZVPD basis",
  "energy_ha": -1919.61190,
  "homo_lumo_gap_ev": 7.495,
  "charge": 0,
  "de_lowest_ev": 1.279,
  "elements": ["C", "H", "H", "H", "O", "C", "C", "C", "C", "C", "C", "H", "H", "H", "C", "N", "C", "O", "C", "C", "H", "H", "S", "O", "O", "C", "C", "C", "C", "C", "N", "S", "N", "C", "H", "H", "H", "H", "H", "H", "H", "H", "H"],
  "positions_angstrom": [[-2.65420, 1.00042, -3.39890], [-2.61200, 0.17420, -4.11525], [-3.59736, 0.95490, -2.85490], [-2.59524, 1.95191, -3.93607], [-1.64013, 0.89376, -2.42807], [-0.33153, 0.93803, -2.84474], [0.62978, 0.84574, -1.83963], [1.97779, 0.87388, -2.15243], [2.36585, 1.00383, -3.48199], [1.41331, 1.10273, -4.47519], [0.06205, 1.06880, -4.16920], [-0.66035, 1.14142, -4.96629], [1.71678, 1.20122, -5.50679], [3.41495, 1.02100, -3.73425], [3.03232, 0.77626, -1.07498], [2.63769, -0.04755, 0.04328], [2.89291, -1.36519, 0.06157], [3.49373, -1.95302, -0.81510], [2.37545, -2.09071, 1.30725], [0.89822, -1.85007, 1.58318], [0.41666, -2.72617, 2.00984], [0.35084, -1.50556, 0.70977], [0.71846, -0.56190, 2.86067], [1.30230, -1.03445, 4.08570], [1.22193, 0.69169, 2.34609], [-1.04792, -0.38114, 3.10437], [-1.61747, -0.49697, 4.34125], [-2.99796, -0.28929, 4.52979], [-3.82022, 0.04768, 3.48714], [-3.25984, 0.17246, 2.20541], [-3.86610, 0.48408, 1.05768], [-2.78564, 0.49614, -0.12505], [-1.48932, 0.09416, 0.73191], [-1.85119, -0.05257, 2.00763], [-4.87553, 0.22066, 3.62367], [-3.40547, -0.39145, 5.52364], [-0.97831, -0.74575, 5.17401], [2.95136, -1.75945, 2.17615], [2.57194, -3.15408, 1.15956], [2.14170, 0.38588, 0.81579], [3.26678, 1.77792, -0.70144], [3.93699, 0.33736, -1.50693], [0.29603, 0.74920, -0.81819]],
  "nbo_charge": [-0.255, 0.183, 0.194, 0.184, -0.546, 0.388, -0.300, 0.010, -0.229, -0.179, -0.336, 0.217, 0.214, 0.212, -0.248, -0.636, 0.680, -0.627, -0.516, -0.641, 0.247, 0.266, 2.175, -0.939, -0.957, -0.332, -0.139, -0.215, -0.187, 0.156, -0.638, 1.051, -0.656, 0.075, 0.233, 0.228, 0.250, 0.247, 0.251, 0.434, 0.214, 0.233, 0.235]
}

---

{
  "formula": "H17O8",
  "method": "the ωB97M-V functional and the def2-TZVPD basis",
  "energy_ha": -611.83224,
  "homo_lumo_gap_ev": 10.947,
  "charge": 1,
  "de_lowest_ev": 2.151,
  "elements": ["O", "H", "H", "O", "H", "H", "O", "H", "H", "O", "H", "H", "O", "H", "H", "O", "H", "H", "O", "H", "H", "O", "H", "H", "H"],
  "positions_angstrom": [[2.56360, 2.36247, 1.04223], [2.86681, 2.26964, 0.13758], [1.99542, 3.23225, 0.98574], [0.63169, -0.97920, 3.55775], [-0.02269, -0.94354, 4.34844], [0.43894, -1.93335, 3.38821], [-1.14088, 2.44353, -1.75440], [-1.19603, 2.31907, -2.71028], [-1.09110, 3.42897, -1.95486], [-2.21643, -3.03359, -2.61482], [-2.67845, -3.82079, -2.84183], [-1.56480, -2.98634, -3.33472], [0.15611, -3.46505, 3.15852], [-0.41998, -3.67541, 3.90798], [1.13241, -3.95218, 3.27300], [0.35885, -1.82516, 0.22377], [0.74824, -2.37409, -0.50375], [-0.56714, -2.14276, 0.05483], [-1.32945, 4.50203, -3.97365], [-0.79818, 4.50543, -4.83921], [-2.13391, 4.69628, -4.33727], [0.86114, 0.43379, 1.20993], [0.79974, -0.16211, 0.41088], [1.03280, -0.11719, 1.98629], [1.57328, 1.21731, 1.17963]],
  "nbo_charge": [-0.913, 0.499, 0.519, -1.012, 0.487, 0.493, -0.953, 0.471, 0.481, -0.941, 0.474, 0.468, -0.954, 0.498, 0.516, -0.970, 0.495, 0.512, -0.947, 0.478, 0.470, -0.829, 0.561, 0.562, 0.535]
}

---

{
  "formula": "C7H12N",
  "method": "the ωB97M-V functional and the def2-TZVPD basis",
  "energy_ha": -328.26133,
  "homo_lumo_gap_ev": 7.752,
  "charge": 1,
  "de_lowest_ev": 4.556,
  "elements": ["C", "C", "C", "C", "C", "C", "C", "N", "H", "H", "H", "H", "H", "H", "H", "H", "H", "H", "H", "H"],
  "positions_angstrom": [[-0.57753, 2.24590, 2.49628], [-0.41780, 1.28527, 1.77139], [-0.58838, -0.08078, -1.63542], [0.70931, -0.67361, -1.21637], [0.18673, 0.71276, -0.47890], [0.86212, 2.00747, -0.89578], [-0.30796, 0.37192, 0.71663], [-0.48929, -2.97576, 0.99340], [-0.83325, 2.78569, 3.31822], [-0.53106, 0.47879, -2.55570], [-1.48570, -0.69694, -1.31050], [0.68440, -1.60729, -0.70934], [1.57629, -0.70565, -1.87323], [0.23982, 2.68718, -1.45806], [1.67672, 1.80739, -1.53768], [1.04620, 2.57511, 0.05884], [-0.62718, -0.62862, 0.93566], [-0.14051, -3.51479, 0.26784], [-1.22874, -3.50634, 1.51365], [0.24582, -2.56770, 1.59908]],
  "nbo_charge": [0.049, -0.127, -0.319, -0.298, -0.082, -0.628, 0.073, -1.125, 0.248, 0.266, 0.268, 0.241, 0.262, 0.248, 0.246, 0.251, 0.282, 0.372, 0.400, 0.373]
}